Entry from the Open Molecules 2025 dataset: a structure of composition C51H45BrCrN3O2P2S2Si at a distorted geometry (ωB97M-V/def2-TZVPD).

Geometry (Å):
Cr: 0.621 -0.064 -0.344
S: -0.310 -3.884 1.203
P: -1.464 -2.345 1.599
C: -1.107 -0.772 0.772
P: -1.743 0.717 1.255
S: -0.720 1.963 0.014
C: -3.644 0.934 1.247
C: -4.156 0.987 -0.056
C: -5.528 1.006 -0.379
C: -6.399 0.924 0.670
C: -5.936 0.914 1.988
C: -4.583 0.913 2.292
C: -1.249 1.167 2.980
C: -1.771 2.338 3.560
C: -1.252 2.707 4.787
C: -0.273 1.936 5.408
C: 0.381 0.940 4.673
C: -0.140 0.542 3.470
C: -1.443 -2.099 3.383
C: -2.543 -1.477 3.994
C: -2.551 -1.228 5.370
C: -1.466 -1.587 6.188
C: -0.456 -2.314 5.599
C: -0.423 -2.598 4.212
C: -3.184 -2.897 1.307
C: -3.575 -4.109 1.989
C: -4.799 -4.660 1.739
C: -5.648 -4.026 0.790
C: -5.283 -2.889 0.057
C: -3.979 -2.381 0.286
H: -3.406 0.819 -0.818
H: -5.913 1.130 -1.410
H: -7.484 1.020 0.524
H: -6.634 0.825 2.791
H: -4.316 0.920 3.340
H: -2.588 2.900 3.039
H: -1.597 3.549 5.330
H: 0.047 2.274 6.353
H: 1.323 0.485 5.020
H: 0.216 -0.275 2.845
H: -3.387 -1.166 3.415
H: -3.424 -0.735 5.841
H: -1.462 -1.517 7.250
H: 0.430 -2.675 6.041
H: 0.294 -3.250 3.778
H: -2.786 -4.603 2.620
H: -5.110 -5.603 2.159
H: -6.542 -4.617 0.605
H: -5.865 -2.406 -0.722
H: -3.621 -1.523 -0.227
Br: 5.390 -0.402 4.413
C: 4.021 -0.325 3.092
C: 3.567 0.901 2.631
C: 2.607 0.959 1.556
C: 2.115 -0.256 1.025
C: 2.604 -1.456 1.556
C: 3.604 -1.489 2.520
H: 3.901 1.886 3.058
H: 2.130 1.929 1.309
H: 2.198 -2.383 1.199
H: 3.909 -2.421 2.903
N: -1.000 -2.491 -1.794
C: 0.339 -2.605 -1.867
O: 1.090 -1.604 -1.478
C: 0.942 -3.755 -2.415
C: 0.116 -4.787 -2.926
N: -0.608 -5.561 -3.358
C: 2.327 -3.817 -2.444
N: 3.473 -3.858 -2.436
H: -1.384 -1.788 -1.245
H: -1.537 -3.322 -1.781
C: 1.470 1.960 -5.654
C: 1.143 1.128 -4.407
C: -0.333 1.488 -3.958
C: 1.274 -0.369 -4.769
Si: 2.258 1.549 -2.826
O: 1.570 1.108 -1.465
C: 3.956 0.757 -3.101
C: 4.952 1.311 -3.943
C: 6.200 0.676 -4.022
C: 6.446 -0.476 -3.302
C: 5.416 -1.036 -2.574
C: 4.198 -0.411 -2.452
C: 2.274 3.473 -2.696
C: 1.714 4.083 -1.531
C: 1.633 5.494 -1.444
C: 2.172 6.281 -2.490
C: 2.718 5.681 -3.619
C: 2.716 4.306 -3.710
H: 0.880 1.528 -6.489
H: 2.501 1.900 -6.010
H: 1.138 2.977 -5.568
H: -1.069 1.296 -4.747
H: -0.350 2.537 -3.660
H: -0.618 0.866 -3.094
H: 0.700 -0.605 -5.695
H: 0.752 -0.936 -3.921
H: 2.284 -0.737 -4.930
H: 4.737 2.262 -4.446
H: 6.916 1.133 -4.701
H: 7.316 -1.064 -3.492
H: 5.606 -1.993 -2.020
H: 3.412 -0.909 -1.823
H: 1.398 3.463 -0.660
H: 1.208 6.076 -0.587
H: 2.037 7.333 -2.470
H: 3.083 6.433 -4.375
H: 2.936 3.872 -4.692

## Properties
- Energy: -208777.5396 eV
- LUMO (alpha / beta): 3.91 / 3.91 eV
- Multiplicity: 4
- Energy relative to the best compared isomer or geometry (same formula, charge and spin): 0.000 eV
- Net charge: -2
- Orbital gap (alpha / beta): 6.519 / 6.769 eV
- HOMO level (alpha / beta): -2.611 / -2.861 eV

Entry from the Open Molecules 2025 dataset: a structure of composition C51H47N8O3STaTe at a distorted geometry (ωB97M-V/def2-TZVPD).

Geometry (Å):
Ta: 1.177 0.303 0.359
O: 1.267 3.252 -2.598
C: 1.626 2.305 -1.944
N: 1.255 2.102 -0.610
C: 0.531 3.266 -0.100
C: 0.583 3.214 1.385
C: 0.332 4.318 2.181
C: 0.355 4.172 3.554
C: 0.627 2.921 4.093
C: 0.893 1.874 3.242
N: 0.884 2.016 1.903
C: 2.542 1.263 -2.471
C: 3.178 1.420 -3.687
C: 4.044 0.420 -4.097
C: 4.233 -0.676 -3.268
C: 3.546 -0.747 -2.069
N: 2.701 0.209 -1.674
H: 0.978 4.183 -0.484
H: -0.511 3.276 -0.446
H: 0.123 5.271 1.716
H: 0.171 5.021 4.199
H: 0.655 2.760 5.161
H: 1.170 0.897 3.610
H: 2.988 2.309 -4.271
H: 4.570 0.497 -5.039
H: 4.913 -1.472 -3.538
H: 3.698 -1.581 -1.396
C: 6.538 -1.758 2.449
C: 5.151 -1.822 3.068
N: 4.163 -2.420 2.176
C: 3.339 -1.787 1.349
S: 3.452 -0.026 1.246
N: 2.565 -2.527 0.584
N: 1.675 -1.822 -0.166
C: 1.139 -2.407 -1.186
C: 1.460 -3.790 -1.618
C: 0.227 -1.567 -1.967
C: -0.349 -1.989 -3.149
C: -1.183 -1.120 -3.842
C: -1.437 0.133 -3.318
C: -0.833 0.489 -2.125
N: -0.004 -0.330 -1.475
H: 7.239 -1.299 3.145
H: 6.525 -1.162 1.535
H: 6.906 -2.754 2.206
H: 4.797 -0.827 3.334
H: 5.157 -2.420 3.979
H: 4.133 -3.428 2.102
H: 1.998 -4.318 -0.838
H: 2.081 -3.755 -2.519
H: 0.549 -4.333 -1.856
H: -0.148 -2.982 -3.523
H: -1.637 -1.429 -4.774
H: -2.095 0.833 -3.812
H: -1.021 1.456 -1.679
C: -4.213 -1.178 5.318
C: -3.175 -1.015 4.243
C: -1.880 -1.473 4.412
C: -0.890 -1.316 3.438
C: 0.478 -1.838 3.697
O: 1.438 -1.381 3.096
C: 0.687 -2.910 4.705
C: -0.222 -3.952 4.894
C: 0.054 -4.953 5.812
C: 1.221 -4.905 6.561
C: 2.129 -3.869 6.378
C: 1.870 -2.881 5.443
C: -1.225 -0.632 2.256
O: -0.277 -0.366 1.278
C: -2.548 -0.230 2.034
C: -3.490 -0.408 3.037
C: -2.960 0.427 0.754
N: -3.318 -0.182 -0.298
C: -3.551 -1.616 -0.475
C: -2.766 -2.686 0.289
Te: -3.238 -4.575 -0.620
C: -1.595 -5.679 0.096
C: -1.363 -6.917 -0.502
C: -0.286 -7.693 -0.107
C: 0.574 -7.240 0.883
C: 0.340 -6.014 1.483
C: -0.746 -5.232 1.098
C: -3.004 1.921 0.744
C: -2.637 2.671 1.857
C: -2.783 4.054 1.848
C: -3.258 4.702 0.721
C: -3.612 3.961 -0.402
C: -3.503 2.583 -0.383
H: -3.794 -1.646 6.206
H: -5.041 -1.796 4.967
H: -4.628 -0.211 5.605
H: -1.618 -1.960 5.340
H: -1.129 -3.999 4.306
H: -0.644 -5.769 5.944
H: 1.425 -5.678 7.290
H: 3.037 -3.834 6.965
H: 2.574 -2.075 5.283
H: -4.504 -0.062 2.863
H: -3.431 -1.799 -1.545
H: -4.621 -1.744 -0.280
H: -3.037 -2.738 1.338
H: -1.690 -2.535 0.206
H: -2.025 -7.284 -1.278
H: -0.121 -8.656 -0.573
H: 1.413 -7.849 1.193
H: 0.997 -5.663 2.267
H: -0.922 -4.285 1.596
H: -2.270 2.180 2.751
H: -2.540 4.623 2.735
H: -3.376 5.778 0.721
H: -4.005 4.460 -1.278
H: -3.831 1.991 -1.227

## Properties
- Energy: -91385.6061 eV
- LUMO: -6.17 eV
- Energy relative to the best compared isomer or geometry (same formula, charge and spin): 0.654 eV
- Net charge: +2
- Orbital gap: 5.471 eV
- HOMO level: -11.637 eV

Entry from the Open Molecules 2025 dataset: a structure of composition C51H49N5OP2W at a distorted geometry (ωB97M-V/def2-TZVPD).

Geometry (Å):
W: 0.361 -0.179 0.401
C: 1.027 2.739 1.101
C: 2.440 2.523 0.563
C: 2.609 1.765 -0.737
C: 3.656 2.175 -1.587
C: 3.993 1.427 -2.695
C: 3.250 0.284 -2.964
C: 2.210 -0.048 -2.114
N: 1.896 0.649 -1.002
N: 0.474 1.563 1.833
C: -0.844 1.706 2.125
C: -1.421 0.449 2.705
C: -2.431 0.388 3.640
C: -2.944 -0.860 3.933
C: -2.399 -2.006 3.355
C: -1.285 -1.848 2.552
N: -0.850 -0.635 2.176
C: 1.319 1.308 3.038
C: 2.359 0.270 2.773
C: 3.407 0.060 3.651
C: 4.344 -0.913 3.354
C: 4.194 -1.640 2.183
C: 3.116 -1.379 1.365
N: 2.202 -0.436 1.650
H: 0.376 2.969 0.260
H: 1.012 3.616 1.757
H: 3.111 2.102 1.311
H: 2.822 3.530 0.387
H: 4.247 3.039 -1.306
H: 4.814 1.731 -3.331
H: 3.446 -0.336 -3.826
H: 1.599 -0.911 -2.326
H: -1.390 2.007 1.230
H: -0.841 2.530 2.843
H: -2.844 1.292 4.067
H: -3.789 -0.929 4.611
H: -2.771 -3.164 3.406
H: -0.764 -2.677 2.092
H: 0.699 0.967 3.865
H: 1.786 2.242 3.361
H: 3.483 0.656 4.551
H: 5.176 -1.099 4.020
H: 4.899 -2.410 1.904
H: 2.946 -1.931 0.453
C: -2.780 1.534 -2.468
N: -2.839 0.154 -2.910
C: -3.400 -0.756 -1.920
P: -2.063 -1.523 -0.904
C: -3.033 -2.490 0.334
C: -2.558 -3.773 0.699
C: -3.120 -4.481 1.739
C: -4.198 -3.883 2.488
C: -4.804 -2.738 1.986
C: -4.182 -2.003 0.966
C: -1.628 -2.892 -2.048
C: -0.345 -3.060 -2.551
C: -0.066 -4.068 -3.467
C: -1.070 -4.925 -3.883
C: -2.359 -4.774 -3.381
C: -2.634 -3.767 -2.475
C: -3.427 -0.034 -4.215
C: -4.433 0.787 -4.708
C: -4.961 0.549 -5.971
C: -4.500 -0.511 -6.736
C: -3.502 -1.337 -6.236
C: -2.962 -1.097 -4.982
P: -1.254 2.007 -1.491
C: -0.139 2.481 -2.881
C: 0.679 3.606 -2.825
C: 1.459 3.967 -3.919
C: 1.439 3.205 -5.077
C: 0.660 2.053 -5.128
C: -0.113 1.685 -4.031
C: -1.883 3.752 -1.184
C: -2.004 4.421 0.035
C: -2.533 5.703 0.118
C: -2.954 6.358 -1.024
C: -2.830 5.725 -2.253
C: -2.307 4.447 -2.330
H: -3.660 1.841 -1.886
H: -2.731 2.142 -3.364
H: -3.903 -1.568 -2.440
H: -4.145 -0.259 -1.285
H: -1.719 -4.205 0.166
H: -2.772 -5.462 2.037
H: -4.677 -4.469 3.266
H: -5.789 -2.455 2.340
H: -4.636 -1.069 0.663
H: 0.441 -2.410 -2.204
H: 0.940 -4.186 -3.848
H: -0.854 -5.712 -4.592
H: -3.148 -5.442 -3.700
H: -3.646 -3.667 -2.099
H: -4.819 1.608 -4.117
H: -5.742 1.194 -6.352
H: -4.916 -0.693 -7.717
H: -3.135 -2.165 -6.828
H: -2.171 -1.727 -4.589
H: 0.631 4.291 -1.981
H: 1.998 4.907 -3.906
H: 2.022 3.514 -5.935
H: 0.643 1.436 -6.017
H: -0.710 0.782 -4.091
H: -1.610 3.969 0.929
H: -2.607 6.190 1.081
H: -3.362 7.357 -0.960
H: -3.139 6.228 -3.160
H: -2.215 4.006 -3.311
O: 0.821 -1.753 -0.054

## Properties
- Energy: -83571.0976 eV
- LUMO: -4.80 eV
- Net charge: +2
- Orbital gap: 7.262 eV
- HOMO level: -12.064 eV

Entry from the Open Molecules 2025 dataset: a cluster of 9 separate species, C51H49N9O4 in total at a distorted geometry (ωB97M-V/def2-TZVPD).

Geometry (Å):
N: 8.486 4.134 0.914
C: 7.179 4.079 0.131
C: 6.105 5.084 0.521
C: 4.664 4.955 -0.324
O: 4.033 6.008 -0.835
C: 4.178 3.364 -0.512
C: 2.633 2.861 -0.276
C: 1.461 3.942 0.219
O: 1.958 4.561 1.482
O: 1.702 3.790 2.511
C: 2.302 1.238 -0.511
C: 3.475 0.181 -0.982
C: 5.027 0.681 -1.191
C: 5.368 2.266 -0.941
C: 6.900 2.932 -1.058
O: 7.768 2.653 -2.031
H: 8.884 3.149 0.855
H: 8.188 4.204 1.933
H: 6.275 5.868 1.374
H: 1.329 4.811 -0.554
H: 0.486 3.323 0.431
H: 2.600 3.625 2.955
H: 1.199 0.884 -0.324
H: 3.215 -0.947 -1.160
H: 5.884 -0.050 -1.504
N: -1.257 3.825 -2.395
C: -2.151 4.158 -1.439
C: -3.413 3.595 -1.333
C: -3.784 2.633 -2.267
C: -2.886 2.270 -3.265
C: -1.645 2.888 -3.287
H: -1.816 4.915 -0.736
H: -4.089 3.898 -0.542
H: -4.765 2.170 -2.217
H: -3.145 1.525 -4.008
H: -0.908 2.636 -4.044
N: 5.604 -0.585 -3.835
C: 5.653 -1.887 -4.193
C: 5.095 -2.387 -5.359
C: 4.444 -1.500 -6.210
C: 4.376 -0.154 -5.868
C: 4.967 0.252 -4.682
H: 6.168 -2.540 -3.495
H: 5.166 -3.442 -5.598
H: 3.993 -1.855 -7.132
H: 3.875 0.563 -6.509
H: 4.944 1.293 -4.373
N: -5.354 0.754 0.849
C: -6.277 0.605 1.823
C: -5.992 0.699 3.176
C: -4.680 0.958 3.555
C: -3.705 1.115 2.575
C: -4.088 1.007 1.248
H: -7.286 0.401 1.477
H: -6.775 0.573 3.916
H: -4.418 1.038 4.607
H: -2.673 1.318 2.838
H: -3.365 1.125 0.445
N: -6.650 -0.244 6.351
C: -6.215 -1.234 7.161
C: -6.647 -1.408 8.466
C: -7.580 -0.510 8.975
C: -8.045 0.521 8.166
C: -7.556 0.611 6.872
H: -5.485 -1.906 6.719
H: -6.266 -2.223 9.070
H: -7.942 -0.614 9.994
H: -8.772 1.237 8.533
H: -7.891 1.396 6.201
N: -1.561 -0.396 5.191
C: -2.484 -0.546 6.166
C: -2.199 -0.452 7.519
C: -0.886 -0.192 7.898
C: 0.088 -0.035 6.918
C: -0.295 -0.144 5.591
H: -3.493 -0.750 5.820
H: -2.982 -0.578 8.259
H: -0.625 -0.113 8.949
H: 1.120 0.167 7.181
H: 0.428 -0.026 4.788
N: 5.897 -1.222 -8.723
C: 7.093 -0.822 -8.238
C: 8.010 -0.080 -8.965
C: 7.685 0.271 -10.271
C: 6.462 -0.128 -10.800
C: 5.609 -0.865 -9.994
H: 7.301 -1.124 -7.216
H: 8.955 0.216 -8.524
H: 8.379 0.851 -10.872
H: 6.179 0.129 -11.814
H: 4.641 -1.197 -10.359
N: 2.086 -1.925 -9.466
C: 1.191 -1.592 -8.509
C: -0.070 -2.156 -8.404
C: -0.441 -3.117 -9.338
C: 0.457 -3.480 -10.336
C: 1.697 -2.863 -10.357
H: 1.527 -0.835 -7.806
H: -0.747 -1.852 -7.613
H: -1.422 -3.581 -9.288
H: 0.198 -4.226 -11.079
H: 2.435 -3.114 -11.114
N: -6.239 -4.741 9.645
C: -7.042 -5.432 10.484
C: -7.355 -6.772 10.320
C: -6.816 -7.446 9.229
C: -5.987 -6.760 8.347
C: -5.730 -5.422 8.596
H: -7.440 -4.862 11.318
H: -8.003 -7.278 11.027
H: -7.040 -8.496 9.068
H: -5.553 -7.256 7.487
H: -5.086 -4.844 7.938

## Properties
- SMILES string: NC1=CC(=O)c2c(COO)cccc2C1=O.c1ccncc1.c1ccncc1.c1ccncc1.c1ccncc1.c1ccncc1.c1ccncc1.c1ccncc1.c1ccncc1
- Energy: -75265.2016 eV
- LUMO: -1.05 eV
- Orbital gap: 7.413 eV
- HOMO level: -8.461 eV